No. 1
The following is a quantum chemistry calculation of a molecular structure, C14H24Al2BCaClF11MgNO9, from OMol25.

Geometry as XYZ:
```
65
Properties=species:S:1:pos:R:3:forces:R:3:lowdin_charge:R:1
Ca 2.779 -1.408 1.327 0.829 2.568 0.756 1.5788
Cl 2.837 1.784 1.110 0.102 -2.065 0.264 -0.1163
Al -7.133 -0.058 1.056 -2.184 -1.657 -0.926 0.1007
Al -2.671 -0.897 -1.593 -0.336 4.093 3.042 1.1246
Mg -3.806 -6.470 4.119 -0.182 -0.128 0.236 1.2801
F -8.330 0.194 -0.203 1.732 -0.180 1.560 -0.1964
F 10.136 5.772 1.818 -0.398 -0.507 -0.033 0.1708
F -7.638 -1.370 2.117 0.915 1.518 -1.114 -0.2073
F -1.344 2.705 1.529 -0.249 0.052 0.469 0.0741
F 8.263 6.820 1.695 -0.200 -0.469 0.011 0.1663
F -0.616 3.801 3.446 -0.651 -0.416 -0.478 0.1180
F -5.586 -0.484 0.319 -1.312 -0.322 -0.670 -0.1973
F -2.562 2.528 3.513 0.169 0.055 -0.552 0.1064
F -2.518 4.540 2.348 0.351 -0.873 0.162 0.1270
F 9.175 6.028 -0.091 -0.265 -0.455 0.074 0.1646
F -6.916 1.424 1.996 1.234 -0.737 -0.514 0.0145
O -4.549 -0.531 2.498 -1.496 1.418 0.486 0.2144
O 1.425 -0.643 -1.981 -1.719 -2.526 1.520 -0.0403
O 1.208 -1.746 0.017 -0.757 0.089 -2.989 -0.2588
O -2.909 0.406 1.480 -2.007 0.545 -0.094 0.1206
O 6.908 4.595 1.040 0.684 0.293 -0.079 0.0315
O 8.688 3.428 1.772 0.252 0.518 -0.086 0.1660
O -4.858 1.442 1.454 -1.374 1.795 0.707 0.3807
O -1.248 -1.628 1.699 -0.557 -0.494 0.006 -0.2166
O -2.499 -1.014 -4.498 -1.029 -1.032 1.426 -0.1890
N -2.022 -4.663 -0.129 -0.947 -0.127 2.010 0.1881
C 6.106 3.411 1.131 -0.535 -0.467 0.096 -0.2275
C -0.192 -3.203 -3.085 -0.534 0.507 -0.637 -0.1415
C 8.946 5.771 1.208 0.944 1.617 -0.028 -0.5319
C 8.197 4.454 1.394 -0.990 -1.015 -0.033 -0.3740
C 5.658 3.171 2.559 0.336 0.144 0.340 -0.0898
C -0.298 -2.166 -4.305 -0.708 -1.005 -0.832 -0.1215
C -3.054 -4.572 2.317 0.579 0.110 -0.795 -0.1227
C -2.469 -4.641 0.945 0.389 -0.005 -0.956 -0.1920
C 1.195 0.712 -1.470 -0.830 2.591 0.292 -0.0592
C 0.839 -1.607 -1.200 0.176 0.949 1.005 -0.3180
C -3.591 -1.428 -3.671 -0.976 0.377 -2.732 -0.1828
C -1.762 -2.162 -5.026 1.741 0.209 0.175 -0.1420
C -0.323 -2.551 -1.632 1.818 -1.988 -0.868 -0.1368
C -4.190 0.459 1.825 3.561 -2.165 0.719 -0.6971
B -1.758 3.401 2.714 0.269 0.755 0.139 -1.1459
H -4.276 -0.541 -3.443 1.009 -0.857 -0.083 0.1441
H -1.049 -3.947 -3.202 1.122 0.856 0.381 0.1224
H -2.339 -4.973 3.046 0.403 0.287 -0.063 0.0338
H 6.643 2.549 0.726 0.183 0.175 0.096 0.1216
H -3.984 -5.160 2.352 -0.462 0.168 -0.432 0.0093
H 1.980 1.452 -1.823 -0.726 -1.496 0.274 0.1189
H -0.309 -3.416 -0.893 -0.106 1.418 -0.806 0.0978
H -1.607 -2.002 -6.136 -0.388 -0.034 1.349 0.1457
H 0.430 -2.537 -5.100 -0.824 0.742 1.053 0.1294
H 5.234 3.574 0.497 0.176 0.268 0.002 0.0982
H 0.201 1.060 -1.890 1.114 -0.453 0.400 0.1098
H 1.147 0.794 -0.348 0.164 -0.380 -1.207 -0.0005
H -2.782 -0.467 1.945 1.638 -0.100 -0.258 0.1051
H -3.230 -1.866 -2.674 -1.493 -2.104 -2.788 -0.0881
H 5.145 4.051 2.954 -0.114 -0.105 -0.118 0.0939
H 4.983 2.313 2.613 0.001 0.126 -0.073 0.0043
H -3.280 -3.534 2.573 0.016 0.050 0.091 0.1071
H -1.342 -2.065 -1.504 2.292 -0.977 0.090 -0.0902
H -2.332 -3.124 -4.862 0.627 1.013 -0.152 0.1292
H -4.220 -2.175 -4.248 0.594 0.482 1.151 0.1546
H -0.426 -2.102 1.565 0.118 -0.165 -0.099 -0.0957
H 0.755 -3.812 -3.220 -1.016 0.852 0.595 0.1305
H -0.052 -1.097 -4.026 -0.164 -1.277 -0.375 0.1176
H 6.511 2.980 3.214 -0.009 -0.058 -0.108 0.0788
```
Positions in Å, forces in eV/Å.

Properties
**Total charge**: +2
**Frontier orbital gap**: 1.624 eV
**Strongest force on any atom**: 5.1 eV/A
**2S+1**: 1

***

No. 2
The following is a quantum chemistry calculation of 10 unconnected molecules or ions with the total composition C18H32B2N3O36S5, from OMol25.

Geometry as XYZ:
```
96
Properties=species:S:1:pos:R:3:forces:R:3:lowdin_charge:R:1
S 8.647 1.623 -4.731 -1.305 -2.047 2.122 0.7507
S -1.498 -6.574 7.902 -1.903 1.799 -2.580 0.7080
S 0.822 -7.267 -0.520 1.513 -1.329 0.043 0.8249
S 6.200 2.422 4.334 1.088 -0.799 -1.443 0.7760
S -11.326 -3.457 5.939 0.511 0.576 1.757 0.7464
O 0.482 -0.141 -2.277 -1.491 2.468 3.226 0.0775
O -4.365 2.166 1.372 5.417 -1.093 -0.105 0.0349
O 7.039 1.188 4.188 -2.890 3.759 0.957 -0.2660
O -2.284 -5.196 8.486 -0.504 -1.865 0.865 -0.1995
O 8.464 1.836 -3.253 0.743 0.217 -4.575 -0.2876
O 0.277 -6.939 -1.845 0.949 -0.758 2.795 -0.2818
O -12.578 -3.203 6.640 2.093 -0.617 -1.842 -0.2416
O -1.799 3.928 -5.593 3.030 2.562 -2.626 0.0251
O -1.095 0.967 1.898 1.243 -1.196 2.348 0.2865
O -0.168 -5.707 7.561 -0.868 0.440 -0.250 -0.2248
O 3.764 7.120 -6.695 -0.171 0.046 -0.694 0.1246
O 9.924 1.761 -5.397 -1.923 0.610 1.061 -0.2324
O 0.365 -8.889 -0.115 0.851 1.395 -0.012 -0.2265
O -2.277 2.021 0.301 -2.542 0.656 0.436 0.2147
O 0.132 2.221 0.325 0.851 -0.289 -0.791 0.2396
O -2.742 0.888 3.521 2.307 0.941 -2.294 0.1121
O 7.379 2.316 -5.561 1.772 0.509 2.035 -0.2139
O -0.867 0.233 -0.398 1.458 0.257 -1.908 0.2067
O 0.923 6.170 -8.503 -1.360 0.237 1.598 0.2667
O -2.171 -7.019 6.664 1.705 1.241 2.629 -0.2636
O 1.744 6.383 -6.295 -2.645 -0.551 1.338 0.2567
O -11.235 -2.465 4.584 -1.792 -2.862 1.314 -0.2275
O 6.163 2.990 5.886 -1.120 -0.941 -1.308 -0.2141
O 2.466 -7.788 -0.686 -0.438 0.726 -0.035 -0.2434
O -2.640 6.791 -5.910 0.344 -0.377 0.584 0.1197
O -1.349 -7.505 8.959 0.461 0.652 -0.083 -0.2087
O 2.847 6.666 -9.511 -1.904 0.424 3.087 0.1012
O 2.022 2.184 -0.978 -4.271 -1.920 1.017 0.0797
O 4.557 2.051 4.280 2.931 -0.435 -0.409 -0.2101
O -10.811 -4.821 5.800 -1.172 2.711 -0.659 -0.2480
O 0.693 -6.274 0.580 0.498 -3.281 -2.981 -0.2559
O 6.473 3.531 3.391 -0.859 -2.342 2.336 -0.2878
O 0.053 4.714 -6.788 -0.120 -0.476 0.314 0.2483
O 8.143 0.085 -5.014 -0.043 0.913 -0.229 -0.2263
O -10.163 -2.588 6.728 -1.296 -0.414 -1.092 -0.2201
O -0.645 6.902 -6.767 5.083 4.342 -2.599 0.2879
N -7.544 3.741 -2.302 -0.618 -0.759 -0.090 0.3555
N 6.402 6.390 -2.219 -0.204 0.229 0.478 0.3584
N -2.884 -2.351 -5.269 0.148 1.340 1.244 0.3543
C -3.115 1.887 1.359 -3.176 1.386 -1.558 -0.2733
C -1.555 6.341 -6.187 -4.195 -3.802 1.155 -0.4754
C 6.648 1.410 -6.331 -0.608 -1.053 -1.013 -0.1918
C -2.002 -4.097 7.689 1.099 -0.060 -2.676 -0.2404
C -0.490 -4.219 7.454 -0.078 -1.140 1.491 -0.0851
C -2.228 1.241 2.448 -4.083 -1.211 2.455 -0.3638
C 2.128 6.621 -8.484 4.438 -0.240 -5.286 -0.3751
C 1.472 -9.845 -0.132 1.054 0.474 -2.231 -0.1544
C -1.092 4.812 -6.185 -4.166 -2.310 3.652 -0.3228
C -10.052 -1.716 4.473 -0.332 -0.485 0.192 -0.1755
C 4.770 3.435 6.181 1.808 1.512 0.236 -0.1336
C 0.890 1.726 -0.649 3.736 2.623 -0.871 -0.3203
C 6.954 -0.044 -5.859 1.204 0.867 0.197 -0.1109
C 2.670 6.783 -7.079 1.936 0.739 0.053 -0.4365
C 3.810 2.686 5.301 -0.404 -0.080 -0.723 -0.1896
C -9.254 -2.006 5.774 -0.228 0.403 0.598 -0.1477
C 0.147 0.538 -1.280 0.263 -3.181 -1.123 -0.2901
C 2.677 -9.224 -0.936 -2.065 0.641 0.763 -0.1485
B -1.016 1.350 0.547 0.033 0.541 -1.122 -1.0019
B 0.527 6.081 -7.081 -0.341 -0.780 -0.371 -0.8198
H -6.830 3.801 -3.014 0.980 0.642 0.168 0.1643
H -9.623 -2.024 3.519 0.656 0.212 0.285 0.1269
H 5.639 7.008 -1.982 -0.315 0.657 -0.006 0.1588
H 6.799 6.643 -3.113 -0.067 -0.158 -0.689 0.1618
H 4.761 4.494 5.923 -0.018 0.022 -0.227 0.1221
H 7.223 -0.655 -6.720 -0.017 -0.079 0.184 0.1253
H -2.211 -3.095 8.064 -0.282 -0.482 0.806 0.1377
H 2.748 -9.481 -1.993 -0.994 0.606 -0.307 0.1154
H -8.369 3.517 -2.839 -0.818 -0.033 0.048 0.1559
H -10.464 -0.709 4.406 0.781 0.317 0.120 0.1282
H -8.430 -2.719 5.745 0.218 0.447 -0.684 0.1310
H -3.596 -1.694 -5.556 -0.694 -0.223 -0.865 0.1585
H 4.638 3.451 7.263 0.002 -0.829 -0.133 0.1337
H -9.007 -1.038 6.209 0.573 -0.286 0.024 0.1281
H -7.716 4.538 -1.706 0.288 0.918 -0.213 0.1641
H -0.073 -3.792 6.543 -0.094 -0.345 0.151 0.1325
H 3.212 1.918 5.791 0.024 0.180 0.059 0.1357
H -7.364 2.979 -1.664 0.391 -0.667 0.200 0.1590
H -3.158 -3.319 -5.187 -0.069 -0.448 -0.587 0.1644
H 3.592 -9.717 -0.610 0.363 1.222 1.020 0.1235
H -2.724 -2.015 -4.330 0.413 -0.073 1.050 0.1571
H 3.217 3.400 4.730 -0.573 -0.020 0.614 0.1336
H 6.189 -0.534 -5.257 -0.053 0.318 -0.083 0.1272
H 7.126 6.481 -1.521 0.348 -0.077 0.479 0.1583
H 5.575 1.595 -6.275 0.095 0.327 0.420 0.1308
H 1.239 -10.679 -0.795 -0.942 -0.198 0.592 0.1213
H 5.999 5.465 -2.179 0.142 -0.798 -0.370 0.1623
H 6.931 1.608 -7.365 0.090 -0.477 -0.106 0.1290
H -2.020 -2.126 -5.740 0.469 -0.503 -0.703 0.1645
H -0.105 -3.794 8.382 0.893 -0.074 -0.364 0.1223
H 1.867 -10.201 0.820 -0.815 0.520 0.327 0.1254
H -2.496 -4.169 6.719 -0.431 -0.158 -0.008 0.1215
```
Positions in Å, forces in eV/Å.

Properties
**Energy relative to the best compared isomer or geometry (same formula, charge and spin)**: 35.1 kcal/mol
**Total charge**: +1
**Frontier orbital gap**: 6.360 eV
**Strongest force on any atom**: 7.2 eV/A
**2S+1**: 1

***

No. 3
The following is a quantum chemistry calculation of 2 unconnected molecules or ions with the total composition C6H12N2S, from OMol25.

Geometry as XYZ:
```
21
Properties=species:S:1:pos:R:3:forces:R:3:lowdin_charge:R:1
S -0.958 3.956 0.059 -0.606 0.511 0.222 0.7310
N -1.302 -1.750 0.627 -2.290 -0.171 3.445 0.0677
N 0.841 -1.829 0.904 -5.077 -1.175 -2.342 0.0279
C 0.681 3.360 0.071 3.285 0.339 -0.216 -0.7096
C -0.394 -1.798 1.575 3.287 2.299 -1.036 -0.1476
C -0.763 -2.053 -0.514 2.576 -1.142 -4.274 -0.4183
C 1.129 2.096 0.778 -1.769 -2.235 -2.309 -0.1613
C 0.646 -2.189 -0.445 -1.520 1.379 2.755 -0.0035
C -1.619 -2.276 -1.738 -2.178 -0.340 0.073 -0.0652
H 1.529 -2.470 -1.002 -0.567 0.138 -0.461 0.1062
H 0.299 1.373 0.824 -0.105 0.252 -0.071 0.0615
H 1.407 2.185 1.748 1.039 0.684 2.995 0.0236
H 1.881 1.474 0.242 -0.127 0.948 0.122 0.0831
H 1.268 4.218 0.413 -0.333 0.140 0.986 0.0586
H 1.615 -1.966 1.373 5.015 -0.776 2.690 0.0578
H -2.430 -1.446 -1.807 1.472 -1.450 -0.075 0.1015
H -0.252 -1.449 2.649 -1.366 -0.627 -1.514 0.1385
H -1.548 2.970 -0.585 -0.255 -0.553 -0.351 -0.1595
H 1.284 3.329 -0.830 -1.143 -0.134 -1.381 0.0660
H -1.146 -2.476 -2.708 0.482 0.833 0.384 0.0617
H -2.168 -3.260 -1.635 0.183 1.080 0.356 0.0800
```
Positions in Å, forces in eV/Å.

Properties
**Energy relative to the best compared isomer or geometry (same formula, charge and spin)**: 48.9 kcal/mol
**Total charge**: 0
**Frontier orbital gap**: 9.362 eV
**Strongest force on any atom**: 5.7 eV/A
**2S+1**: 1